(1)
The following is a DFT calculation (ωB97M-V with the def2-TZVPD basis set) of a structure of composition C35H62N3O11PtS5.

```
! RIJCOSX wB97M-V def2-TZVPD def2/J DEFGRID3
* xyz 0 4
Pt -0.983 0.390 3.355
C 1.327 0.286 -0.306
C 0.009 0.595 0.172
C -1.089 0.359 -0.890
O -0.141 -0.032 1.378
H 1.450 0.730 -1.293
H 1.572 -0.757 -0.504
H 2.228 0.515 0.262
H 0.139 1.674 0.257
H -2.034 0.420 -0.350
H -1.106 -0.643 -1.319
H -1.085 1.019 -1.758
C -0.214 -5.133 2.620
C -1.134 -5.488 3.876
C -1.570 -4.194 4.511
S -1.757 -2.957 3.123
O -1.014 -1.722 3.461
O -3.058 -3.019 2.586
C -0.795 -3.920 1.832
H -0.191 -6.023 1.991
H 0.760 -5.029 3.100
H -0.764 -6.171 4.641
H -1.959 -5.925 3.314
H -0.703 -3.941 5.121
H -2.515 -4.380 5.021
H -0.222 -3.284 1.157
H -1.551 -4.376 1.193
C 0.738 1.786 -5.495
C -0.147 2.543 -4.544
C 0.779 3.305 -3.553
S 2.095 3.976 -4.644
O 3.403 3.705 -3.976
O 1.663 5.335 -5.075
C 1.680 2.868 -6.122
H 0.080 1.357 -6.250
H 1.193 1.041 -4.842
H -0.876 1.856 -4.114
H -0.781 3.203 -5.136
H 1.379 2.589 -2.992
H 0.272 3.991 -2.874
H 2.538 2.475 -6.667
H 1.037 3.316 -6.879
C 0.150 5.874 1.980
C 0.502 5.536 3.489
C -0.699 4.995 4.121
S -1.508 3.951 2.928
O -2.971 4.077 2.997
O -1.083 2.500 3.050
C -0.851 4.815 1.405
H 1.002 5.844 1.302
H -0.415 6.798 1.860
H 0.712 6.520 3.910
H 1.390 4.968 3.766
H -1.464 5.697 4.452
H -0.551 4.419 5.034
H -1.696 5.253 0.873
H -0.460 4.037 0.749
C -6.447 -0.288 1.636
C -6.622 1.145 2.201
C -5.304 1.602 2.850
S -4.015 0.982 1.643
O -3.000 0.198 2.255
O -3.618 2.049 0.783
C -5.131 -0.261 0.894
H -7.321 -0.589 1.058
H -6.408 -1.021 2.442
H -7.444 1.322 2.894
H -6.850 1.877 1.426
H -5.130 1.048 3.773
H -5.206 2.656 3.107
H -4.605 -1.212 0.980
H -5.062 -0.144 -0.187
C 4.517 -1.020 4.476
C 3.627 -1.889 3.641
C 2.952 -0.912 2.647
S 2.502 0.706 3.579
O 1.087 0.841 3.997
O 3.290 1.808 3.036
C 3.561 0.089 4.995
H 5.368 -0.656 3.900
H 5.057 -1.351 5.363
H 2.851 -2.465 4.145
H 4.146 -2.703 3.134
H 2.107 -1.213 2.028
H 3.729 -0.395 2.084
H 2.835 -0.332 5.691
H 4.067 0.898 5.521
N 3.812 -5.195 -0.995
C 2.639 -5.356 -1.739
C 1.820 -4.309 -1.311
C 2.377 -3.722 -0.207
C 3.675 -4.157 -0.110
H 4.709 -5.652 -1.073
H 2.644 -6.105 -2.518
H 0.910 -3.877 -1.698
H 1.966 -2.929 0.400
H 4.458 -3.984 0.614
N -3.832 0.983 -6.072
C -3.810 0.435 -4.761
C -2.701 -0.239 -4.725
C -2.221 -0.545 -6.025
C -2.853 0.376 -6.860
H -4.436 1.748 -6.338
H -4.355 0.937 -3.974
H -2.260 -0.651 -3.830
H -1.425 -1.241 -6.244
H -2.713 0.582 -7.911
N 3.674 -1.862 -2.582
C 4.925 -1.502 -2.804
C 5.163 -1.164 -4.097
C 3.903 -1.356 -4.752
C 2.984 -1.896 -3.778
H 3.300 -2.194 -1.705
H 5.633 -1.528 -1.988
H 6.083 -0.785 -4.516
H 3.736 -1.038 -5.770
H 1.948 -2.166 -3.925
*
```

## Properties
M = 1056.30 g mol⁻¹
gap between HOMO and LUMO (alpha / beta) = 0.128 / 0.279 Ha
LUMO energy (alpha / beta) = 0.35 / 0.32 eV
<S²> = 3.7564


(2)
The following is a DFT calculation (ωB97M-V with the def2-TZVPD basis set) of a cluster of 2 separate species, C5H14NO2 in total.

```
! RIJCOSX wB97M-V def2-TZVPD def2/J DEFGRID3
* xyz 1 1
C 1.834 0.848 1.269
O 0.762 0.581 2.167
C 2.254 -0.412 0.498
C 1.581 -0.412 -0.945
C 0.127 -0.401 -0.672
C -0.640 -1.460 -0.925
N -2.109 -1.262 -0.862
H 1.526 1.684 0.633
H 2.734 1.265 1.761
H 1.061 0.373 3.057
H 3.326 -0.396 0.274
H 1.934 -1.354 0.954
H 2.008 0.508 -1.402
H 2.010 -1.281 -1.444
H -0.204 0.570 -0.280
H -0.104 -2.403 -1.027
H -2.424 -1.677 0.028
H -2.566 -1.793 -1.608
H -2.389 -0.283 -0.849
H -3.292 2.230 -1.392
H -3.468 2.082 0.032
O -2.766 1.959 -0.625
*
```

## Properties
M = 120.17 g mol⁻¹
gap between HOMO and LUMO = 0.366 Ha
LUMO energy = -3.33 eV
relative energy (zero: lowest compared OMol25 entry of this formula, charge and spin) = 57.16 kcal/mol


(3)
The following is a DFT calculation (ωB97M-V with the def2-TZVPD basis set) of a structure of composition C39H33AsBrF6N5O5SSeW.

```
! RIJCOSX wB97M-V def2-TZVPD def2/J DEFGRID3
* xyz 1 2
W 0.783 0.125 1.006
C 0.678 -1.348 -3.266
C 1.221 -1.658 -1.900
N 0.303 -1.230 -0.832
C -0.929 -1.523 -1.028
C -1.490 -1.797 -2.347
C -0.630 -1.452 -3.478
C -2.752 -2.250 -2.419
C -3.526 -2.535 -1.216
C -3.069 -2.292 0.022
C -1.747 -1.698 0.196
N -1.095 -1.486 1.281
C -1.702 -1.858 2.526
C -2.909 -1.389 2.966
C -3.391 -1.744 4.242
C -2.663 -2.572 5.049
C -1.441 -3.117 4.592
C -0.672 -4.026 5.360
C 0.473 -4.538 4.834
C 0.857 -4.141 3.530
N 0.192 -3.293 2.794
C -0.951 -2.766 3.319
H 1.373 -1.098 -4.058
H 1.295 -2.750 -1.798
H -1.084 -1.257 -4.440
H -3.205 -2.428 -3.386
H -4.510 -2.967 -1.336
H -3.656 -2.561 0.886
H -3.485 -0.714 2.350
H -4.336 -1.341 4.577
H -3.018 -2.833 6.038
H -1.017 -4.312 6.346
H 1.085 -5.240 5.383
H 1.763 -4.549 3.092
O 5.528 -3.404 -2.387
C 4.584 -2.679 -1.754
C 3.660 -1.890 -2.380
C 2.631 -1.145 -1.602
N 2.718 -1.240 -0.158
C 3.610 -1.999 0.365
Br 3.689 -2.214 2.235
C 4.582 -2.753 -0.356
H 5.456 -3.302 -3.343
H 3.647 -1.793 -3.459
H 2.665 -0.088 -1.884
H 5.297 -3.369 0.165
C 1.541 3.021 -7.980
C 0.621 2.867 -6.802
C -0.604 3.537 -6.775
C -1.496 3.356 -5.736
C -1.151 2.514 -4.682
C 0.073 1.864 -4.670
C 0.948 2.042 -5.732
S -2.344 2.186 -3.424
O -3.609 2.079 -4.078
O -1.852 1.112 -2.597
N -2.367 3.508 -2.457
C -1.596 3.566 -1.208
C -0.132 3.115 -1.290
C 0.105 1.740 -0.785
O 1.235 1.180 -0.875
O -0.734 1.070 -0.077
H 1.885 4.051 -8.075
H 1.024 2.762 -8.904
H 2.414 2.378 -7.886
H -0.865 4.200 -7.591
H -2.463 3.842 -5.749
H 0.323 1.215 -3.841
H 1.901 1.527 -5.734
H -2.352 4.356 -3.008
H -2.102 2.953 -0.465
H -1.659 4.599 -0.875
H 0.510 3.719 -0.641
H 0.270 3.203 -2.300
F 0.985 -0.609 2.721
As 2.356 1.917 3.930
F 2.555 0.615 1.340
F 2.531 2.742 5.438
F 3.660 0.806 4.200
F 3.322 3.046 3.050
F 0.897 2.047 1.401
Se -1.330 1.254 2.508
C -0.956 1.355 4.361
C -0.365 0.328 5.100
C -0.130 0.504 6.455
C -0.453 1.705 7.073
C -1.035 2.726 6.338
C -1.296 2.555 4.987
H -0.102 -0.602 4.625
H 0.310 -0.300 7.031
H -0.250 1.844 8.126
H -1.281 3.666 6.814
H -1.750 3.352 4.411
*
```

## Properties
M = 1215.40 g mol⁻¹
gap between HOMO and LUMO (alpha / beta) = 0.175 / 0.175 Ha
LUMO energy (alpha / beta) = -5.01 / -5.02 eV
relative energy (zero: lowest compared OMol25 entry of this formula, charge and spin) = 145.83 kcal/mol
<S²> = 0.7927


(4)
The following is a DFT calculation (ωB97M-V with the def2-TZVPD basis set) of an isolated molecule of C3H11N2.

```
! RIJCOSX wB97M-V def2-TZVPD def2/J DEFGRID3
* xyz 0 2
N 0.794 0.244 -1.560
C 0.212 -0.473 -0.311
C 1.169 -0.498 0.928
C -0.939 0.402 0.025
N -1.468 0.126 1.457
H 1.399 -0.404 -2.133
H 0.035 0.565 -2.172
H 1.296 1.109 -1.392
H -0.154 -1.399 -0.714
H 1.558 0.511 1.051
H 0.601 -0.951 1.897
H 2.074 -1.014 0.768
H -1.686 0.364 -0.741
H -0.729 1.521 -0.020
H -1.841 -0.824 1.474
H -2.322 0.723 1.441
*
```

## Properties
M = 75.13 g mol⁻¹
gap between HOMO and LUMO (alpha / beta) = 0.162 / 0.405 Ha
LUMO energy (alpha / beta) = 0.82 / 0.69 eV
relative energy (zero: lowest compared OMol25 entry of this formula, charge and spin) = 48.85 kcal/mol
<S²> = 0.7505


(5)
The following is a DFT calculation (ωB97M-V with the def2-TZVPD basis set) of a cluster of 2 separate species, C5H12N2O in total.

```
! RIJCOSX wB97M-V def2-TZVPD def2/J DEFGRID3
* xyz 0 1
C -0.036 1.845 -0.570
N 0.435 0.598 0.003
C 0.491 0.634 1.454
C -0.911 0.532 2.054
N -1.738 -0.226 1.308
O -1.223 1.051 3.101
H -1.041 2.048 -0.202
H 0.598 2.707 -0.317
H -0.071 1.742 -1.654
H 1.353 0.383 -0.372
H 1.056 -0.235 1.806
H 0.970 1.541 1.857
H -1.413 -0.542 0.410
H -2.702 -0.340 1.577
C 0.085 -1.982 -1.519
C 1.324 -1.926 -1.963
H -0.725 -1.496 -2.035
H -0.174 -2.528 -0.627
H 2.135 -2.419 -1.453
H 1.586 -1.387 -2.858
*
```

## Properties
M = 116.16 g mol⁻¹
gap between HOMO and LUMO = 0.368 Ha
LUMO energy = 0.85 eV
relative energy (zero: lowest compared OMol25 entry of this formula, charge and spin) = 40.15 kcal/mol
SMILES = CNCC(N)=O.C=C


(6)
The following is a DFT calculation (ωB97M-V with the def2-TZVPD basis set) of a cluster of 2 separate species, C4H10O3 in total.

```
! RIJCOSX wB97M-V def2-TZVPD def2/J DEFGRID3
* xyz 0 1
O 3.136 -1.380 -1.647
C 1.960 -1.141 -1.574
C 1.138 -1.525 -0.344
C -0.073 -0.644 0.084
C 0.064 0.766 -0.547
O -1.079 1.596 -0.237
H 1.399 -0.549 -2.302
H 0.730 -2.545 -0.466
H 1.947 -1.570 0.400
H -1.004 -1.063 -0.303
H -0.044 -0.431 1.148
H 0.121 0.856 -1.625
H 0.907 1.271 -0.055
H -1.713 1.050 0.241
O -2.441 1.387 2.236
H -3.021 1.684 2.952
H -2.028 2.237 2.041
*
```

## Properties
M = 106.12 g mol⁻¹
gap between HOMO and LUMO = 0.384 Ha
LUMO energy = 0.61 eV
relative energy (zero: lowest compared OMol25 entry of this formula, charge and spin) = 40.33 kcal/mol
SMILES = O=CCCCO.O


The lowest M belongs to which entry?
C3H11N2


Number 4 is which compound?
C3H11N2


The lowest M belongs to which entry?
C3H11N2


What is the M in the fourth record?
75.13 g mol⁻¹